14
Properties=species:S:1:pos:R:3:forces:R:3:mulliken_charge:R:1 method="wB97M-V/def2-TZVPD" max_force_ha_per_bohr=0.0643 multiplicity=1 total_charge=0 relative_energy_kj_mol=579.1 lumo_energy_ev=0.894
C -2.34527 2.46571 0.69388 -1.864 -1.306 2.182 -0.40
C 1.57792 -0.59756 0.19769 -1.498 -1.362 -1.640 -0.79
C 0.59661 -1.52734 -2.15125 -2.156 1.805 1.739 -0.62
C 0.16482 -0.07380 0.23404 -1.883 -1.473 0.776 0.23
C 0.69588 -0.79354 -1.00647 -0.254 -0.114 -0.476 0.27
C -0.19334 1.28877 0.76780 0.981 -0.296 -1.066 -0.46
N -1.23760 1.87781 0.58727 0.388 -0.667 0.085 0.04
H -3.05384 2.08939 1.55399 1.341 1.034 -1.897 0.20
H -2.63728 3.14506 -0.06036 -0.399 0.759 -0.411 0.28
H 2.44414 -0.06003 0.00294 1.045 1.965 -0.020 0.29
H 1.85684 -1.47789 0.69580 -0.044 -1.211 0.926 0.24
H 1.55319 -1.97748 -2.36395 -0.308 -0.618 -0.771 0.26
H -0.43219 -1.63315 -2.73562 2.753 0.273 1.061 0.22
H -0.65274 -0.79387 0.69374 1.898 1.211 -0.489 0.21